{"formula": "C8H32N9O11", "method": "ωB97M-V/def2-TZVPD", "elements": ["O", "N", "N", "H", "H", "H", "H", "H", "H", "H", "O", "H", "H", "N", "H", "H", "H", "H", "O", "O", "H", "H", "O", "H", "O", "C", "H", "O", "N", "C", "O", "H", "C", "H", "C", "C", "N", "O", "H", "H", "C", "H", "H", "N", "H", "H", "H", "H", "N", "O", "H", "H", "C", "H", "N", "O", "C", "H", "N", "H"], "positions_angstrom": [[4.17084, -2.91822, 0.27467], [-0.62770, 3.45972, 0.81928], [0.52460, 3.59871, -1.02488], [1.08127, -2.95894, -5.16410], [-0.20546, -0.61862, 3.83057], [-1.03290, 3.31890, -3.40247], [-2.55897, 3.55806, -2.57177], [2.49233, -2.04427, 1.81968], [1.51483, -2.66339, -1.42938], [0.16268, -2.26889, 3.74126], [2.17591, -0.53366, -3.60209], [3.06236, -2.73400, -2.07991], [-0.64821, 2.45354, 0.73395], [0.31295, -1.71838, -3.45671], [3.57783, 2.16033, 1.27804], [-1.18133, -1.71330, 4.76424], [-0.59987, -2.98225, -0.80693], [-0.59483, -5.70830, -0.84556], [-0.25676, -3.74613, -1.27636], [1.92937, 1.35602, 2.18644], [-1.07893, 1.34611, 2.80010], [0.96694, 4.06577, -1.80353], [-1.46663, -1.87902, 2.62929], [-2.45669, 3.31594, -4.34509], [-0.02209, 5.44244, 0.07812], [-2.29671, 2.54170, 3.79639], [-1.09415, 3.82387, 1.63777], [-0.19738, 0.44553, -1.33978], [2.50655, -2.60911, -1.24590], [3.01195, -2.66140, -0.02894], [-1.95160, 3.61116, 3.27847], [-2.02196, 0.63430, 4.09904], [-0.02480, 4.26220, -0.03659], [1.04244, 1.16520, 1.87250], [-0.69124, -1.59384, 3.79799], [1.46822, -1.39949, -3.98271], [1.75792, -2.27531, -4.85604], [-2.17954, 1.58460, -3.16196], [-1.49705, 1.23510, -2.58433], [-1.91185, -5.01072, -1.72232], [2.77532, 1.43270, 1.15693], [3.34395, 0.50480, 1.09571], [2.24781, 1.66574, 0.23199], [-1.79109, 1.42318, 3.51213], [0.47823, 2.59134, -0.96887], [2.69318, -2.18525, -5.22655], [-3.79019, 3.28395, 4.85738], [-1.68904, -4.54676, 0.01074], [2.22257, -2.10718, 0.84841], [-0.25048, 0.70321, 0.72895], [-0.22632, -2.54078, -3.68677], [-1.22998, -1.29828, 1.90243], [-2.07507, 3.00083, -3.37392], [0.00834, -1.25116, -2.61468], [-0.38684, -0.06127, -0.24116], [-0.56669, -1.24867, -0.09016], [-1.19601, -4.80274, -0.92708], [1.29660, -1.90657, 0.49849], [-3.32749, 2.42299, 4.60288], [-3.69915, 1.57799, 5.01268]], "forces_ev_per_a": [[1.42, -1.15, -0.39], [-1.40, -0.86, 2.03], [1.69, -1.48, -2.66], [0.68, 0.18, -0.08], [-0.28, 0.33, -0.37], [0.19, -0.02, 0.23], [-0.15, 0.08, 0.01], [-0.23, -0.07, -0.42], [0.09, 0.17, 0.31], [0.15, -0.31, 0.54], [2.59, 3.02, 0.58], [0.23, -0.10, 0.61], [0.17, -0.28, -0.39], [-3.97, 0.20, 2.31], [-0.17, 0.70, 0.36], [-0.62, -0.31, -0.26], [0.08, 1.15, 0.06], [-0.08, -0.15, 0.39], [-1.27, -1.44, 0.08], [-1.18, 0.48, 3.36], [-0.01, -0.27, -0.12], [-0.15, -0.18, 0.45], [-0.64, 0.05, 1.83], [-0.52, -0.44, -0.05], [0.27, 4.81, 0.10], [-0.11, 3.88, -1.59], [0.22, 0.21, -0.18], [0.37, 1.32, -4.97], [-0.68, -0.97, -3.35], [2.31, 1.14, 0.52], [-0.50, 0.23, 0.89], [0.28, -0.12, -0.67], [-0.83, -1.77, 0.77], [-0.36, -0.32, -0.73], [1.14, -0.31, -1.22], [-2.27, 0.42, 2.79], [3.15, -3.86, -5.51], [-1.08, 1.05, -1.33], [0.72, 0.00, 0.76], [-0.28, 0.37, -0.08], [1.80, -0.36, -2.04], [-0.02, -0.45, -0.71], [0.24, -0.24, -0.29], [2.92, -4.92, -0.96], [0.12, -0.26, -0.62], [-0.38, -0.45, -0.44], [0.11, -0.25, -0.03], [-0.10, -0.26, -0.06], [-2.42, 0.42, 2.08], [-0.13, 1.94, 4.53], [0.44, 0.21, 0.08], [0.43, 0.36, -0.69], [0.87, -0.82, 0.54], [-0.13, 0.67, 0.16], [0.36, 2.33, -0.21], [-0.85, -5.87, 1.02], [1.42, 0.47, -0.39], [-0.57, 0.56, 0.81], [-3.44, 1.39, 3.05], [0.37, 0.14, -0.41]], "nbo_charge": [-0.7429, -0.8833, -0.8552, 0.3794, 0.1745, 0.1653, 0.1633, 0.3932, 0.4194, 0.1638, -0.6553, 0.3880, 0.4161, -0.8548, 0.1316, 0.1469, 0.5154, 0.1571, -0.7818, -0.7694, 0.4407, 0.3805, -0.7827, 0.1440, -0.7317, 0.7299, 0.4207, -0.6984, -0.8366, 0.7541, -0.7108, 0.3770, 0.7585, 0.5039, -0.2807, 0.7352, -0.8367, -0.7841, 0.5132, 0.1442, -0.2248, 0.1451, 0.1806, -0.7979, 0.4277, 0.3876, 0.3892, 0.1836, -0.8285, -0.7619, 0.3699, 0.5178, -0.2457, 0.4464, 0.6236, -0.7497, -0.3057, 0.4163, -0.8588, 0.3735], "e_lumo_ev": [4.8, 4.6], "total_charge": -2, "e_above_lowest_kcal_mol": 0.0, "multiplicity": 2, "fmax_ha_per_bohr": 0.1445, "e_homo_ev": [2.519, -2.648], "e_tot_ev": -44745.78683, "molar_mass_g_mol": 430.4}